Formula: C35H69FN2O13S
Source: the OMol25 dataset
Level of theory: ωB97M-V/def2-TZVPD

Geometry as XYZ:
```
121
C35H69FN2O13S, DFT ωB97M-V/def2-TZVPD
N 0.06 0.91 -0.62
C 4.46 -1.59 1.99
H -5.20 1.97 1.94
H 10.15 0.72 2.39
H 0.12 0.13 2.48
C 0.01 1.34 -2.00
C -7.42 0.18 0.12
H 8.88 1.40 1.36
C 0.39 -5.39 -4.26
H 1.77 -3.07 -6.58
C -0.84 -0.22 -0.31
H 0.40 -1.16 -6.97
H 1.63 -8.36 -5.11
H 10.66 3.08 2.59
H -2.09 0.65 1.24
H -2.91 2.71 -2.90
H -1.39 4.37 -3.52
O -2.16 2.97 0.44
H -6.46 0.34 0.61
H 3.96 -1.21 -5.58
C 9.28 1.39 2.37
C 4.74 -2.99 2.52
H 6.38 -1.00 3.98
H -1.01 -0.92 -1.15
C -1.82 1.33 4.67
O 2.22 -0.51 -7.72
H -5.61 3.51 5.41
H -1.13 4.35 -1.77
N -0.52 0.58 -4.10
O 2.31 1.91 -0.26
C 0.20 -6.90 -4.32
H -0.46 1.51 6.37
H -10.50 1.35 0.65
H 5.88 0.08 1.88
H -6.07 1.19 5.80
H 8.95 3.52 2.47
H 4.29 -0.49 -7.84
H 0.70 -5.07 -3.26
C -8.59 0.34 1.08
C -8.92 1.71 -0.81
C -5.15 2.27 2.98
C 3.48 -1.20 -7.68
H -8.37 1.11 1.82
H -1.69 2.40 4.48
H 3.91 -1.60 1.05
O 0.26 0.28 -2.94
H 3.87 -1.03 2.72
H 2.21 -7.39 -3.75
C 9.65 2.78 2.87
F 2.39 -0.44 -0.93
H 0.92 1.36 4.37
C 3.56 -1.89 -6.33
O -3.61 3.53 -1.09
C -6.14 3.38 3.32
H 0.79 2.11 -2.15
H 4.18 -2.78 -6.35
C 2.09 -2.18 -6.04
H 1.87 -2.33 -4.99
O 8.30 0.88 3.27
C 2.09 -6.27 -5.59
O -7.60 1.16 -0.91
H 7.30 2.29 4.38
H -4.12 2.58 3.21
H 9.28 3.59 4.88
H -3.94 4.16 -3.01
H -4.12 0.84 -0.65
C -9.69 0.82 0.15
H -1.10 -0.11 6.10
H 10.31 2.15 4.82
H -7.37 1.16 4.59
H -8.84 -0.58 1.61
H 8.22 1.10 5.33
H -2.83 1.16 5.04
C -1.88 4.57 -2.55
C 8.23 1.72 4.43
H -2.78 0.86 -1.77
C -6.39 1.58 4.83
H 1.09 -0.27 5.02
C 6.54 -1.61 3.09
H -0.61 -1.13 3.51
H -2.82 -0.72 0.39
O 5.93 -2.89 3.31
H -7.36 3.52 5.14
H -7.05 3.25 2.74
C 1.60 -7.37 -4.66
H -0.49 -7.15 -5.14
C -3.05 1.10 -0.73
O -1.26 -0.29 -4.33
H -0.93 1.85 -2.25
S 1.63 0.68 -0.09
H -2.15 5.63 -2.56
C -3.14 3.69 -2.43
H -7.42 -0.81 -0.34
H 4.94 -3.69 1.70
H 6.33 -1.36 0.96
C 9.44 2.64 4.37
O 1.43 -5.07 -5.18
H 1.37 -0.14 -5.89
C -0.40 -0.05 3.43
H 7.61 -1.74 2.94
H 3.49 -1.93 -8.50
H -8.83 2.73 -0.43
H -10.12 -0.02 -0.39
H -0.20 -7.31 -3.40
C 1.41 -0.95 -6.62
O 1.69 0.34 1.29
H -9.37 1.75 -1.81
C -2.23 0.21 0.25
C -2.86 2.58 -0.40
H -0.52 -4.84 -4.53
H -5.75 4.37 3.13
C 0.37 0.46 4.63
H 3.17 -6.14 -5.55
H 3.93 -3.39 3.13
O -5.47 1.16 3.82
H 1.80 -6.48 -6.63
C -0.75 0.80 5.61
O -1.65 0.65 3.42
C 5.85 -1.01 1.88
C -6.42 3.10 4.79
H -0.38 -0.83 0.49
```

Properties
- HOMO level (eV) = -9.0
- gap between HOMO and LUMO (Ha) = 0.303
- LUMO energy (eV) = -0.72
- charge = 0
- strongest force on any atom (eV/A) = 3.96
- energy above the lowest of the compared OMol25 structures with the same formula, charge and spin (eV) = 1.060

Löwdin population analysis, charges in e, atoms 1 to 8:
1 N -0.1325
2 C -0.1762
3 H 0.1053
4 H 0.1185
5 H 0.0673
6 C -0.2180
7 C -0.2053
8 H 0.1179